ORCA calculation (ωB97M-V with the def2-TZVPD basis set) on a molecular structure, C37H47EuN5 in a non-equilibrium geometry.

⟨S²⟩: 12.098
Orbital gap (alpha / beta) (eV): 5.599 / 4.545
E_HOMO (alpha / beta) (eV): -14.9 / -15.9

```
! wB97M-V def2-TZVPD RIJCOSX def2/J DEFGRID3
* xyz 3 7
Eu 0.131 -0.800 0.120
C 1.507 0.779 2.580
C 0.550 -0.016 3.204
C 0.627 -1.406 3.116
C 1.673 -2.004 2.411
C 2.666 -1.209 1.837
C 2.576 0.179 1.919
H 1.489 1.854 2.699
H -0.192 0.434 3.849
H -0.062 -2.019 3.681
H 1.785 -3.081 2.437
H 3.557 -1.670 1.430
H 3.383 0.800 1.553
C -2.790 0.970 4.018
C -2.860 -0.508 3.761
C -3.300 -1.313 4.793
C -3.320 -2.700 4.676
C -2.817 -3.314 3.517
C -2.352 -2.564 2.468
C -1.840 -3.273 1.248
C -2.430 -1.136 2.538
N -1.995 -0.385 1.472
C -2.768 0.611 0.965
C -4.241 0.731 1.225
C -2.143 1.595 0.113
C -2.950 2.814 -0.216
N -0.902 1.387 -0.307
C -0.151 2.458 -0.888
C 0.240 3.562 -0.107
C -0.104 3.715 1.354
C 1.019 4.552 -0.699
C 1.411 4.466 -2.022
C 1.029 3.368 -2.777
C 0.249 2.360 -2.229
C -0.238 1.241 -3.113
H -2.353 1.144 5.002
H -3.795 1.393 4.052
H -2.213 1.515 3.275
H -3.627 -0.846 5.714
H -3.701 -3.307 5.487
H -2.795 -4.395 3.448
H -1.482 -4.263 1.525
H -1.016 -2.732 0.778
H -2.638 -3.411 0.517
H -4.624 -0.140 1.753
H -4.785 0.829 0.284
H -4.488 1.617 1.812
H -3.881 2.523 -0.706
H -2.410 3.485 -0.876
H -3.234 3.360 0.685
H -0.487 2.800 1.804
H -0.852 4.500 1.482
H 0.779 4.036 1.908
H 1.305 5.411 -0.103
H 2.000 5.256 -2.466
H 1.323 3.301 -3.818
H 0.421 1.120 -3.971
H -1.235 1.470 -3.501
H -0.292 0.291 -2.576
N -1.973 -1.386 -1.523
C -2.159 -2.629 -2.332
C -1.101 -2.810 -3.411
C 0.346 -2.750 -2.923
C 0.686 -3.787 -1.846
N 1.283 -3.117 -0.652
H -2.763 -1.351 -0.884
H -2.129 -0.606 -2.160
H -3.134 -2.616 -2.821
H -2.161 -3.475 -1.645
H -1.240 -2.059 -4.192
H -1.278 -3.783 -3.873
H 0.568 -1.753 -2.524
H 0.992 -2.876 -3.792
H 1.368 -4.537 -2.245
H -0.212 -4.310 -1.518
H 2.238 -2.874 -0.910
H 1.395 -3.838 0.057
N 2.114 -0.049 -0.984
C 3.083 0.354 -1.469
C 4.262 0.827 -2.065
C 5.324 1.299 -1.277
C 6.476 1.742 -1.891
C 6.579 1.720 -3.279
C 5.528 1.254 -4.063
C 4.367 0.808 -3.467
H 5.238 1.316 -0.198
H 7.299 2.103 -1.290
H 7.486 2.068 -3.753
H 5.617 1.237 -5.140
H 3.542 0.442 -4.064
*
```

These are the Mulliken partial charges, in e, on atoms 1 to 2: number 1, Eu, carries 0.53; number 2, C, carries -0.55

***

ORCA calculation (ωB97M-V with the def2-TZVPD basis set) on 2 unconnected molecules or ions with the total composition C10H16N2O2 in a non-equilibrium geometry.

Orbital gap (eV): 7.800
ΔE to the lowest compared entry with this formula, charge and spin (kJ/mol): 652.49
E_HOMO (eV): -7.3

```
! wB97M-V def2-TZVPD RIJCOSX def2/J DEFGRID3
* xyz 0 1
C -1.501 2.257 0.456
C -0.210 1.490 0.561
C -0.115 0.372 -0.192
C -1.802 -2.027 1.063
C -2.334 1.907 -0.486
C 0.652 2.044 1.712
C -2.643 -1.529 -1.086
C 2.135 0.753 -0.782
C 1.068 -1.241 -1.407
C 1.765 -1.082 0.896
N -2.518 -2.154 0.124
N 1.228 -0.316 -0.266
O -1.162 -2.061 2.036
O -3.079 1.534 -1.315
H -1.543 2.998 1.171
H 0.886 3.039 1.307
H 1.507 1.488 1.880
H -0.155 2.122 2.567
H -3.584 -1.133 -1.210
H -1.990 -0.705 -1.107
H -2.294 -2.141 -1.952
H 3.046 0.416 -1.143
H 1.519 1.140 -1.632
H 2.334 1.307 0.119
H 0.248 -1.968 -1.053
H 0.954 -0.766 -2.427
H 1.947 -1.909 -1.537
H 2.836 -1.087 1.043
H 1.302 -0.688 1.872
H 1.501 -2.061 0.786
*
```

These are the Mulliken partial charges, in e, on atoms 1 to 2: number 1, C, carries -1.30; number 2, C, carries 1.81

***

ORCA calculation (ωB97M-V with the def2-TZVPD basis set) on a single C2H2BrCl2NO molecule in a non-equilibrium geometry.

SMILES string: O=C(NBr)C(Cl)Cl
Orbital gap (eV): 9.205
ΔE to the lowest compared entry with this formula, charge and spin (kJ/mol): 196.25
E_HOMO (eV): -8.9

```
! wB97M-V def2-TZVPD RIJCOSX def2/J DEFGRID3
* xyz 0 1
O -0.592 -1.627 0.452
C -0.275 -0.545 0.198
N 0.898 -0.415 -1.179
Br 1.076 -2.048 -2.004
C -0.556 0.751 0.991
Cl -1.592 1.789 0.091
Cl 1.074 1.400 1.376
H 0.888 0.337 -1.903
H -0.920 0.358 1.979
*
```

These are the Mulliken partial charges, in e, on atoms 1 to 2: number 1, O, carries -0.36; number 2, C, carries 0.38

***

ORCA calculation (ωB97M-V with the def2-TZVPD basis set) on 2 unconnected molecules or ions with the total composition C6H12O in a non-equilibrium geometry.

SMILES string: C1C[C@@H]2C[C@@H]2C1.O
Orbital gap (eV): 10.283
ΔE to the lowest compared entry with this formula, charge and spin (kJ/mol): 345.26
E_HOMO (eV): -9.3

```
! wB97M-V def2-TZVPD RIJCOSX def2/J DEFGRID3
* xyz 0 1
C 0.999 1.435 -0.329
C 0.400 0.390 -1.279
C -0.003 -0.969 -0.109
C -0.687 -1.193 1.294
C 0.594 -0.447 1.136
C 0.456 1.064 1.049
H 0.731 2.468 -0.584
H 2.092 1.374 -0.327
H 1.156 -0.124 -1.876
H -0.180 0.944 -2.069
H 0.265 -1.931 -0.551
H -1.581 -0.683 1.649
H -0.609 -2.202 1.737
H 1.541 -0.848 1.466
H -0.610 1.339 1.083
H 0.960 1.572 1.870
O -2.181 -0.611 -1.200
H -1.324 -0.159 -1.265
H -2.018 -1.418 -1.696
*
```

These are the Mulliken partial charges, in e, on atoms 1 to 2: number 1, C, carries -0.55; number 2, C, carries -0.69

***

ORCA calculation (ωB97M-V with the def2-TZVPD basis set) on a single C2H4NOP molecule in a non-equilibrium geometry.

Orbital gap (alpha / beta) (eV): 6.315 / 6.724
ΔE to the lowest compared entry with this formula, charge and spin (kJ/mol): 323.20
E_HOMO (alpha / beta) (eV): -6.4 / -6.5

```
! wB97M-V def2-TZVPD RIJCOSX def2/J DEFGRID3
* xyz 0 1
C -0.016 -0.659 -0.717
C 0.697 -1.546 -1.454
N -0.402 0.333 0.051
O -0.627 2.006 1.950
P -1.725 1.159 1.078
H 0.761 -2.499 -0.990
H 0.974 -1.182 -2.428
H 0.412 0.912 0.068
H -0.074 1.477 2.443
*
```

These are the Mulliken partial charges, in e, on atoms 1 to 2: number 1, C, carries 0.45; number 2, C, carries -0.73

***

ORCA calculation (ωB97M-V with the def2-TZVPD basis set) on a gas-phase ion, C4H11N2O (charge -1) in a non-equilibrium geometry.

SMILES string: NCC[C@@H](N)C[O-]
Orbital gap (eV): 6.706
ΔE to the lowest compared entry with this formula, charge and spin (kJ/mol): 63.51
E_HOMO (eV): -2.6

```
! wB97M-V def2-TZVPD RIJCOSX def2/J DEFGRID3
* xyz -1 1
N 1.809 -1.646 0.323
C 1.047 -1.216 -0.845
C -0.380 -0.750 -0.555
C -0.567 0.386 0.492
N 0.714 1.063 0.825
C -1.583 1.427 -0.012
O -1.756 2.458 0.816
H 1.920 -0.829 0.913
H 1.229 -2.291 0.847
H 1.589 -0.417 -1.357
H 1.014 -2.069 -1.531
H -0.851 -0.413 -1.481
H -0.937 -1.633 -0.218
H -0.900 -0.102 1.409
H 0.467 1.692 1.586
H 0.867 1.732 0.072
H -2.526 0.871 -0.266
H -1.157 1.736 -1.018
*
```

These are the Mulliken partial charges, in e, on atoms 1 to 2: number 1, N, carries -0.74; number 2, C, carries -0.73

***

ORCA calculation (ωB97M-V with the def2-TZVPD basis set) on a gas-phase ion, C8H20N3S (charge +1) in a non-equilibrium geometry.

Orbital gap (eV): 8.840
ΔE to the lowest compared entry with this formula, charge and spin (kJ/mol): 117.04
E_HOMO (eV): -12.4

```
! wB97M-V def2-TZVPD RIJCOSX def2/J DEFGRID3
* xyz 1 1
C 1.104 -1.292 -1.071
C 2.134 -0.308 -0.554
C -0.919 -0.493 -0.061
C -0.634 0.523 0.976
C -2.336 -1.015 0.077
C -0.434 -2.833 0.064
C -1.733 2.513 -0.184
C 2.474 1.957 0.185
N 0.113 -1.506 -0.015
N -1.024 1.801 0.842
N 1.491 0.917 -0.251
S 0.026 -0.011 2.409
H 0.532 -0.947 -1.852
H 1.596 -2.257 -1.316
H 2.561 -0.749 0.317
H 2.998 -0.404 -1.249
H -0.950 -0.110 -1.050
H -2.483 -1.702 0.901
H -2.687 -1.495 -0.869
H -3.028 -0.210 0.350
H 0.480 -3.379 -0.028
H -0.938 -3.093 1.094
H -1.184 -2.974 -0.716
H -2.514 1.772 -0.675
H -2.251 3.272 0.308
H -1.227 2.658 -1.180
H 1.923 2.738 0.625
H 3.126 1.596 0.929
H 3.026 2.479 -0.539
H -0.692 2.522 1.493
H 1.045 1.248 -1.067
H 0.407 -1.216 2.108
*
```

These are the Mulliken partial charges, in e, on atoms 1 to 2: number 1, C, carries -1.04; number 2, C, carries -0.81

***

ORCA calculation (ωB97M-V with the def2-TZVPD basis set) on a molecular structure, C41H51BN6O2S2Si4Ti in a non-equilibrium geometry.

⟨S²⟩: 2.040
Orbital gap (alpha / beta) (eV): 3.097 / 4.611
ΔE to the lowest compared entry with this formula, charge and spin (kJ/mol): 323.97
E_HOMO (alpha / beta) (eV): 0.9 / -0.6

```
! wB97M-V def2-TZVPD RIJCOSX def2/J DEFGRID3
* xyz -2 3
Ti -0.338 -0.823 -0.187
C 4.159 -0.829 4.243
C 3.821 -0.307 3.012
N 2.975 -0.882 2.138
C 2.430 -2.084 2.491
C 2.730 -2.727 3.743
C 3.605 -2.058 4.634
C 2.161 -3.982 4.026
C 1.336 -4.621 3.107
C 1.041 -4.011 1.899
C 1.553 -2.743 1.593
N 1.217 -2.071 0.390
C 1.588 -2.534 -0.809
C 2.005 -3.824 -1.173
C 2.286 -4.153 -2.499
C 2.230 -3.243 -3.530
C 1.923 -1.902 -3.214
C 1.995 -0.846 -4.148
C 1.807 0.450 -3.752
C 1.500 0.705 -2.409
N 1.377 -0.255 -1.522
C 1.592 -1.547 -1.884
H 4.847 -0.288 4.885
H 4.242 0.648 2.706
H 3.845 -2.513 5.589
H 2.393 -4.449 4.978
H 0.914 -5.594 3.336
H 0.389 -4.500 1.188
H 2.088 -4.577 -0.403
H 2.562 -5.180 -2.718
H 2.452 -3.520 -4.553
H 2.225 -1.082 -5.182
H 1.874 1.275 -4.449
H 1.309 1.714 -2.065
C -2.740 4.442 -2.067
S -1.109 3.764 -2.460
C -1.153 2.218 -1.635
S -1.162 2.048 0.142
N -1.479 1.175 -2.342
N -1.522 -0.004 -1.777
C -2.027 -1.003 -2.622
C -2.090 -2.249 -2.094
C -2.678 -3.405 -2.734
C -2.811 -4.567 -2.061
C -2.369 -4.661 -0.700
C -1.768 -3.567 -0.153
N -1.565 -2.398 -0.801
H -2.782 5.459 -2.461
H -3.527 3.841 -2.520
H -2.887 4.479 -0.990
H -2.385 -0.731 -3.606
H -3.021 -3.305 -3.758
H -3.261 -5.425 -2.548
H -2.489 -5.564 -0.120
H -1.407 -3.581 0.870
O -3.132 -0.332 1.640
B -1.814 -0.891 1.606
O -1.739 -1.776 2.727
C -2.922 -1.724 3.381
C -3.310 -2.382 4.528
C -4.601 -2.132 4.999
C -5.452 -1.254 4.339
C -5.046 -0.588 3.179
C -3.773 -0.845 2.719
H -2.632 -3.061 5.029
H -4.945 -2.632 5.897
H -6.446 -1.079 4.731
H -5.697 0.099 2.655
C -1.818 2.215 3.621
Si 0.051 2.040 3.368
C 0.892 3.149 4.648
C 0.575 0.302 3.770
Si 0.492 2.938 1.266
Si -0.095 5.223 1.591
C 0.762 6.126 3.025
C -1.946 5.359 1.946
C 0.279 6.294 0.080
Si 2.648 3.009 0.302
C 2.530 3.892 -1.376
C 3.603 4.163 1.459
C 3.644 1.433 0.097
H -2.159 1.398 4.266
H -2.402 2.162 2.703
H -2.048 3.156 4.125
H 0.710 2.714 5.636
H 0.520 4.173 4.653
H 1.974 3.171 4.499
H -0.086 -0.023 4.581
H 1.606 0.280 4.128
H 0.489 -0.415 2.959
H 0.192 6.033 3.951
H 0.811 7.190 2.771
H 1.777 5.781 3.224
H -2.159 5.110 2.986
H -2.542 4.696 1.321
H -2.268 6.391 1.770
H 1.356 6.422 -0.061
H -0.155 7.286 0.256
H -0.137 5.884 -0.837
H 1.541 4.272 -1.629
H 2.851 3.215 -2.171
H 3.228 4.736 -1.370
H 3.193 5.175 1.467
H 4.640 4.222 1.113
H 3.614 3.784 2.483
H 3.084 0.515 0.292
H 4.484 1.440 0.796
H 4.050 1.401 -0.918
*
```

These are the Mulliken partial charges, in e, on atoms 1 to 2: number 1, Ti, carries -1.64; number 2, C, carries -0.89

***

We obtain E_tot values of -65886.3857 -17698.2779 -100728.8754 -8460.7755 -14961.2959 -9353.8319 -23917.1513 -133358.6182 eV for the records listed above, in that order.